Entry 1:
Molecular formula: C40H39BrN3OPPbS2
Method: DFT, wB97M-V/def2-TZVPD

Its total energy is -154879.437 eV. The calculation puts the LUMO energy (alpha / beta) at 2.1 / 2.1 eV. The orbital gap (alpha / beta) comes out at 0.1867 / 0.2478 Ha.

```
! RIJCOSX wB97M-V def2-TZVPD def2/J DEFGRID3
* xyz -1 2
Pb 0.783 0.047 0.133
N -7.046 0.271 7.252
C -6.207 0.200 6.466
C -5.182 0.071 5.498
C -5.052 0.999 4.441
C -4.069 0.874 3.507
C -3.083 -0.142 3.564
C -3.263 -1.090 4.598
C -4.269 -0.978 5.536
C -2.005 -0.203 2.589
C -0.660 -0.470 3.025
C -0.187 -0.421 4.335
C 1.186 -0.728 4.302
C 1.484 -0.925 2.963
N 0.385 -0.793 2.193
C -2.347 0.015 1.212
C -3.607 -0.211 0.648
C -3.499 0.089 -0.718
C -2.178 0.472 -0.918
N -1.487 0.438 0.235
H -5.729 1.829 4.356
H -3.959 1.612 2.738
H -2.582 -1.939 4.646
H -4.376 -1.749 6.295
H -0.766 -0.204 5.207
H 1.865 -0.747 5.116
H 2.453 -1.140 2.499
H -4.457 -0.567 1.201
H -4.281 0.034 -1.463
H -1.656 0.789 -1.806
Br 4.086 0.337 -0.062
C 4.118 1.720 1.216
C 5.379 2.027 1.703
C 5.501 2.917 2.771
C 4.365 3.542 3.239
C 3.114 3.293 2.690
C 1.990 3.970 3.313
C 0.707 3.671 3.026
C 0.377 2.696 1.970
C 1.577 2.148 1.175
C 2.950 2.351 1.657
H 6.261 1.541 1.270
H 6.450 3.143 3.210
H 4.443 4.220 4.068
H 2.239 4.665 4.096
H -0.105 4.181 3.530
H -0.500 2.064 2.091
C -0.164 -4.908 0.214
S 0.125 -3.177 -0.204
O 1.604 -3.057 -0.319
C -0.481 -3.263 -1.891
C -1.812 -2.982 -2.126
C -2.335 -3.163 -3.400
C -1.501 -3.537 -4.448
C -0.143 -3.786 -4.192
C 0.377 -3.642 -2.914
H 0.508 -5.478 -0.448
H -1.207 -5.160 0.068
H 0.121 -5.042 1.257
H -2.426 -2.630 -1.321
H -3.378 -2.975 -3.582
H -1.860 -3.663 -5.463
H 0.502 -4.071 -5.015
H 1.411 -3.794 -2.628
C -0.376 0.265 -6.232
C -0.656 0.155 -4.732
P 0.755 0.363 -3.570
C 2.113 -0.469 -4.441
C 3.193 -0.997 -3.478
C 1.167 2.143 -3.715
C 2.529 2.424 -3.071
H -1.286 0.238 -6.809
H 0.257 -0.534 -6.573
H 0.166 1.191 -6.449
H -1.040 -0.842 -4.510
H -1.417 0.883 -4.417
H 2.551 0.155 -5.231
H 1.645 -1.336 -4.922
H 3.778 -0.206 -3.002
H 3.920 -1.662 -3.960
H 2.730 -1.553 -2.662
H 0.404 2.683 -3.161
H 1.166 2.523 -4.741
H 2.675 1.917 -2.117
H 2.641 3.486 -2.862
H 3.356 2.117 -3.710
S 0.446 4.319 -0.453
C 0.784 3.148 0.625
*
```



Entry 2:
Molecular formula: C40H39I3N3OOsPS
Method: DFT, wB97M-V/def2-TZVPD

Its total energy is -95503.841 eV. The calculation puts the LUMO energy (alpha / beta) at -6.2 / -7.7 eV. The orbital gap (alpha / beta) comes out at 0.1970 / 0.2020 Ha.

```
! RIJCOSX wB97M-V def2-TZVPD def2/J DEFGRID3
* xyz 2 5
Os 0.427 0.010 0.148
I 2.515 0.044 1.778
C 0.859 -1.045 2.777
C 1.131 -2.357 3.115
C 0.705 -2.933 4.298
C 0.073 -2.169 5.269
C -0.098 -0.785 5.074
C -0.652 0.037 6.099
C -0.936 1.382 5.872
C -0.836 1.867 4.533
C -0.433 1.054 3.447
P -0.620 1.470 1.646
C -2.503 1.527 1.683
C -3.249 0.383 1.924
C -4.633 0.428 1.672
C -5.251 1.628 1.366
C -4.509 2.820 1.314
C -3.149 2.791 1.536
C -0.128 3.093 1.348
C -0.680 3.884 0.232
C -0.266 5.178 0.056
C 0.532 5.851 0.995
C 1.158 5.080 1.978
C 0.772 3.705 2.236
C 0.131 -0.213 3.734
H 1.525 -2.959 2.294
H 0.899 -3.999 4.515
H -0.297 -2.572 6.211
H -0.811 -0.469 7.073
H -1.370 2.109 6.674
H -1.105 2.893 4.299
H -2.769 -0.509 2.303
H -5.288 -0.459 1.832
H -6.284 1.609 1.096
H -4.987 3.776 1.207
H -2.560 3.755 1.659
H -1.388 3.383 -0.440
H -0.728 5.697 -0.778
H 0.693 6.884 0.897
H 1.864 5.507 2.734
H 1.287 3.150 2.990
I -1.486 3.093 -4.552
I -3.416 3.681 -2.763
N -5.696 -1.928 -3.239
C -4.614 -1.965 -2.846
C -3.324 -1.716 -2.302
C -2.978 -2.179 -1.056
C -1.838 -1.740 -0.442
N -1.205 -0.672 -0.970
C -1.581 -0.089 -2.128
C -2.626 -0.606 -2.845
H -3.655 -2.868 -0.535
H -1.515 -2.103 0.493
H -0.984 0.826 -2.390
H -2.998 -0.124 -3.819
C 0.345 -3.562 -5.374
C 0.921 -3.955 -3.974
C 1.286 -2.778 -3.045
S 0.913 -2.951 -1.289
O 1.529 -1.683 -0.623
C 2.024 -4.299 -0.675
C 3.382 -4.506 -1.282
C 4.354 -5.312 -0.365
H 0.340 -4.325 -6.127
H 0.791 -2.658 -5.757
H -0.741 -3.353 -5.226
H 1.832 -4.527 -4.227
H 0.281 -4.550 -3.375
H 0.925 -1.766 -3.347
H 2.367 -2.650 -2.973
H 1.389 -5.191 -0.945
H 2.018 -4.255 0.471
H 3.879 -3.571 -1.550
H 3.272 -5.055 -2.208
H 4.825 -6.124 -0.922
H 3.935 -5.777 0.567
H 5.214 -4.734 -0.159
N 1.108 1.093 -1.073
C 1.997 1.991 -1.718
C 1.852 2.373 -3.069
C 2.734 3.325 -3.562
C 3.737 3.897 -2.799
C 3.882 3.515 -1.426
C 2.984 2.634 -0.898
H 1.037 2.024 -3.692
H 2.733 3.544 -4.652
H 4.231 4.730 -3.315
H 4.651 3.959 -0.829
H 2.850 2.357 0.134
*
```



Entry 3:
Molecular formula: C40H39N2O4PdSi
Method: DFT, wB97M-V/def2-TZVPD

Its total energy is -64639.752 eV. The calculation puts the LUMO energy (alpha / beta) at 1.4 / 1.4 eV. The orbital gap (alpha / beta) comes out at 0.1930 / 0.1929 Ha.

```
! RIJCOSX wB97M-V def2-TZVPD def2/J DEFGRID3
* xyz -1 1
Pd 0.787 -0.018 0.078
C 0.508 1.001 1.883
Si -1.303 1.360 1.626
C -2.153 -0.306 1.153
N -1.564 -0.912 -0.046
C -2.064 -0.314 -1.312
C -2.960 -1.258 -2.124
C -3.929 -2.003 -1.211
C -3.148 -2.844 -0.180
C -1.693 -2.363 -0.061
C -1.883 2.748 0.476
C -1.016 3.626 -0.173
C -1.511 4.712 -0.888
C -2.877 4.930 -0.979
C -3.753 4.058 -0.348
C -3.257 2.987 0.377
C -2.079 1.833 3.304
C -2.162 0.877 4.320
C -2.627 1.199 5.586
C -3.017 2.500 5.870
C -2.931 3.471 4.883
C -2.466 3.137 3.618
H 0.679 0.419 2.788
H 1.185 1.855 1.834
H -3.250 -0.219 1.075
H -1.953 -0.986 1.988
H -1.225 -0.014 -1.938
H -2.636 0.584 -1.065
H -2.348 -1.981 -2.669
H -3.502 -0.669 -2.867
H -4.589 -2.644 -1.801
H -4.563 -1.273 -0.699
H -3.138 -3.897 -0.474
H -3.638 -2.785 0.794
H -1.101 -2.743 -0.897
H -1.241 -2.759 0.850
H 0.052 3.454 -0.122
H -0.831 5.403 -1.374
H -3.256 5.780 -1.533
H -4.823 4.221 -0.413
H -3.949 2.324 0.888
H -1.846 -0.141 4.113
H -2.683 0.435 6.352
H -3.380 2.757 6.858
H -3.230 4.490 5.099
H -2.401 3.907 2.856
O 1.137 0.127 -2.325
C 1.436 1.334 -2.156
O 1.502 1.885 -1.027
C 1.729 2.162 -3.373
C 2.321 1.574 -4.489
C 2.587 2.326 -5.614
C 2.233 3.673 -5.637
C 1.626 4.267 -4.532
C 1.394 3.512 -3.402
N 2.489 4.460 -6.813
O 3.057 3.934 -7.752
O 2.140 5.625 -6.825
H 2.560 0.521 -4.455
H 3.055 1.901 -6.489
H 1.352 5.310 -4.590
H 0.941 3.949 -2.526
C 5.356 -5.281 -0.955
C 5.120 -4.735 0.300
C 4.144 -3.766 0.474
C 3.376 -3.318 -0.606
C 3.632 -3.874 -1.865
C 4.606 -4.844 -2.038
C 2.367 -2.247 -0.494
C 1.735 -1.813 0.603
C 1.678 -2.466 1.898
C 1.197 -3.785 1.982
C 1.086 -4.433 3.199
C 1.446 -3.789 4.377
C 1.932 -2.489 4.310
C 2.043 -1.835 3.095
H 6.128 -6.029 -1.092
H 5.710 -5.063 1.147
H 3.984 -3.334 1.452
H 3.054 -3.533 -2.716
H 4.789 -5.259 -3.023
H 2.160 -1.756 -1.443
H 0.915 -4.291 1.067
H 0.728 -5.456 3.233
H 1.349 -4.293 5.331
H 2.231 -1.983 5.221
H 2.435 -0.827 3.052
*
```



What is the formula in the first record?
C40H39BrN3OPPbS2



What is the total energy in the second record?
-95503.841 eV